# 1
Density functional theory data (ωB97M-V/def2-TZVPD) for 2 unconnected molecules or ions with the total composition C29H20S in a non-equilibrium geometry.

XYZ file:
```
50
C29H20S ωB97M-V/def2-TZVPD
C -0.68819 -0.90099 1.49437
C -0.56782 -1.87895 2.55440
C -0.85293 -3.24421 2.34356
C -0.93698 -4.11862 3.42614
C -0.67924 -3.66572 4.72535
C -0.28129 -2.33883 4.92861
C -0.23894 -1.44573 3.86047
C -0.13450 0.45006 1.54484
C -0.93995 1.29980 0.71558
C -0.72313 2.67115 0.66850
C 0.33190 3.20076 1.41139
C 1.19781 2.36538 2.14035
C 0.96697 0.98218 2.20461
C -1.97910 0.48223 0.10521
C -1.81617 -0.87012 0.57264
C -2.75551 -1.83411 0.22506
C -3.82964 -1.46845 -0.60231
C -4.00272 -0.13207 -1.00713
C -3.07273 0.85059 -0.66108
H -0.95248 -3.61110 1.31521
H -1.21229 -5.15635 3.24445
H -0.72507 -4.36173 5.56149
H -0.00907 -1.99265 5.92500
H 0.04265 -0.40192 4.03203
H -1.37347 3.29884 0.05907
H 0.52570 4.27173 1.39959
H 2.03441 2.79207 2.69992
H 1.65057 0.32799 2.74721
H -2.66866 -2.85268 0.59790
H -4.55988 -2.22718 -0.89244
H -4.86117 0.12500 -1.62681
H -3.18046 1.88995 -0.97041
C 3.17736 3.19922 -3.57417
C 3.27765 2.29057 -2.53184
C 2.48785 1.11104 -2.51680
C 1.68299 0.80302 -3.68023
C 1.62013 1.74062 -4.73256
C 2.33552 2.92784 -4.67216
C 0.93337 -0.41286 -3.69657
C 0.84846 -1.20774 -2.57566
C 1.51840 -0.83653 -1.36429
S 1.31277 -1.75313 0.02072
C 2.41746 0.25513 -1.40465
H 3.73761 4.12793 -3.54681
H 3.94667 2.48346 -1.68920
H 0.97414 1.53219 -5.59264
H 2.24547 3.66194 -5.47148
H 0.42470 -0.69811 -4.62060
H 0.30172 -2.15064 -2.55926
H 3.04910 0.41973 -0.53459
```

Output
- calculated total energy (eV) = -41232.2091
- F_max (hartree/bohr) = 0.0511

Atom charges from the natural (NBO) analysis, given in e for atoms 1 to 6: number 1, C, carries 0.0744; number 2, C, carries -0.0300; number 3, C, carries -0.2049; number 4, C, carries -0.1998; number 5, C, carries -0.1994; number 6, C, carries -0.2147

=====

# 2
Density functional theory data (ωB97M-V/def2-TZVPD) for a molecular structure, C29H21BBr2F4N3O4S2Zn in a non-equilibrium geometry.

XYZ file:
```
67
C29H21BBr2F4N3O4S2Zn ωB97M-V/def2-TZVPD
Zn 0.90742 -1.11662 0.17963
C 0.04312 -3.66782 -1.87917
C -0.36568 -3.83382 -0.46587
C -1.08208 -4.98532 -0.07867
C -1.40608 -5.19272 1.22963
C -1.05528 -4.22142 2.19023
C -1.29478 -4.32462 3.57203
Br -2.08558 -5.90532 4.27923
C -0.96728 -3.30742 4.43283
C -0.43228 -2.13252 3.92713
Br -0.02768 -0.71142 5.11153
C -0.16818 -1.91842 2.56913
O 0.24282 -0.80812 2.10453
C -0.42648 -3.04592 1.70723
N -0.06408 -2.90472 0.41823
H -0.23568 -4.53332 -2.47427
H 1.11662 -3.51242 -1.94937
H -0.41468 -2.78032 -2.30877
H -1.35948 -5.69682 -0.84057
H -1.93978 -6.08352 1.52973
H -1.13468 -3.40062 5.49503
O 5.53482 -1.05832 -2.99697
S 5.46462 -0.37832 -1.73537
O 6.73852 0.02828 -1.18657
N 4.59752 -1.24622 -0.63747
C 3.55842 -0.58942 -0.23287
O 2.69772 -1.05632 0.58033
C 3.41042 0.79418 -0.79437
C 2.44052 1.74008 -0.50247
C 2.44062 2.92418 -1.22607
C 3.40552 3.16678 -2.19187
C 4.39192 2.22698 -2.46517
C 4.37052 1.05258 -1.75467
H 1.70512 1.56178 0.27363
H 1.67712 3.66768 -1.04337
H 3.39262 4.09378 -2.74667
H 5.14482 2.40708 -3.21587
N -0.49298 0.02488 -0.49277
S -1.63218 0.39848 0.52813
C -1.14628 1.88598 1.45453
C -1.18468 1.79928 2.83293
C -0.78068 2.88088 3.59593
C -0.36418 4.04258 2.96843
C -0.33128 4.12178 1.58393
C -0.71528 3.03538 0.81533
C -2.87888 1.24858 -0.47897
C -3.74238 2.16628 0.09793
C -4.66358 2.82378 -0.69887
C -4.74788 2.53468 -2.05067
C -3.91128 1.58198 -2.60457
C -2.96628 0.93778 -1.82287
H -0.33468 0.67278 -1.25327
H -1.52228 0.88448 3.28913
H -0.78848 2.80418 4.67203
H -0.07608 4.89898 3.56113
H -0.00488 5.03378 1.10453
H -0.68928 3.08718 -0.26467
H -3.68758 2.37368 1.15613
H -5.31688 3.56268 -0.26197
H -5.46708 3.05058 -2.67057
H -3.98468 1.33258 -3.64957
H -2.29878 0.21178 -2.25827
F -0.37648 -0.76002 -3.27097
B 0.99682 -0.52062 -3.24197
F 1.61182 -1.15532 -4.27267
F 1.20542 0.83988 -3.24617
F 1.46962 -1.05052 -1.99477
```

Output
- relative energy (zero: lowest compared OMol25 entry of this formula, charge and spin) (kJ/mol) = 0.0
- total charge = -1
- calculated total energy (eV) = -264804.8474
- F_max (hartree/bohr) = 0.0263

Atom charges from the natural (NBO) analysis, given in e for atoms 1 to 6: number 1, Zn, carries 1.7262; number 2, C, carries -0.6764; number 3, C, carries 0.2838; number 4, C, carries -0.2513; number 5, C, carries -0.1276; number 6, C, carries -0.1231

=====

# 3
Density functional theory data (ωB97M-V/def2-TZVPD) for a molecular structure, C29H21BrClI2N2O3Pd in a non-equilibrium geometry.

XYZ file:
```
60
C29H21BrClI2N2O3Pd ωB97M-V/def2-TZVPD
Pd -0.11302 -0.88813 -0.02115
I 0.54011 -2.17997 5.24565
C 1.93123 -1.62148 3.80129
C 3.21646 -1.24745 4.19417
C 4.16055 -0.87450 3.27313
I 6.07288 -0.37567 3.95564
C 3.83218 -0.83584 1.89447
C 4.71560 -0.41808 0.87382
C 4.29966 -0.37612 -0.42511
C 2.97881 -0.74188 -0.72227
N 2.13670 -1.14975 0.19505
C 2.52629 -1.21282 1.49779
C 1.51510 -1.67648 2.45825
O 0.38662 -2.08304 2.07276
H 3.46658 -1.25810 5.24673
H 5.72119 -0.11809 1.13821
H 4.95734 -0.04111 -1.21551
H 2.59268 -0.66368 -1.73265
Br 1.01989 3.97065 1.77311
C 0.66896 4.23309 -0.07265
C 0.61165 5.56448 -0.47402
C 0.37164 5.88949 -1.79712
C 0.19144 4.87756 -2.72993
C 0.24754 3.55834 -2.31892
C 0.48135 3.20032 -0.98959
C 0.43326 1.71353 -0.66123
O 0.28739 0.92656 -1.63366
O 0.47442 1.36320 0.53557
H 0.75142 6.34023 0.26601
H 0.32604 6.93024 -2.09341
H 0.00360 5.11583 -3.76946
H 0.09962 2.74537 -3.01635
Cl -2.95175 4.81575 2.04658
C -2.76319 3.19221 1.42709
C -2.84727 2.97317 0.06409
C -2.67807 1.68484 -0.42066
C -2.41232 0.61827 0.43585
C -2.06000 -0.71930 -0.09440
C -2.34982 0.87196 1.80744
C -2.52117 2.15056 2.30773
H -3.02217 3.80274 -0.60839
H -2.70230 1.51069 -1.48995
H -2.35110 -0.85476 -1.13894
H -2.41448 -1.53536 0.54247
H -2.10842 0.05939 2.48379
H -2.44050 2.34638 3.36827
N -0.13871 -3.19541 -0.62721
C -1.14659 -3.84223 -1.35097
C -1.37185 -3.49935 -2.68416
C -2.39348 -4.10460 -3.39506
C -3.21966 -5.04380 -2.78944
C -3.00768 -5.36797 -1.45735
C -1.97864 -4.77667 -0.74009
H 0.06667 -3.56145 0.29421
H 0.70534 -2.99784 -1.14522
H -0.75150 -2.73811 -3.14348
H -2.55636 -3.82716 -4.42916
H -4.02269 -5.50816 -3.34629
H -3.64772 -6.09100 -0.96699
H -1.81971 -5.02950 0.30164
```

Output
- relative energy (zero: lowest compared OMol25 entry of this formula, charge and spin) (kJ/mol) = 80.6
- total charge = -1
- calculated total energy (eV) = -141785.9009
- F_max (hartree/bohr) = 0.0197

Atom charges from the natural (NBO) analysis, given in e for atoms 1 to 6: number 1, Pd, carries 0.8476; number 2, I, carries 0.0980; number 3, C, carries -0.3195; number 4, C, carries -0.2228; number 5, C, carries -0.2181; number 6, I, carries 0.0824

=====

# 4
Density functional theory data (ωB97M-V/def2-TZVPD) for a molecular structure, C29H22Br2OZn in a non-equilibrium geometry.

XYZ file:
```
55
C29H22Br2OZn ωB97M-V/def2-TZVPD
C 5.44676 -0.25366 -0.02353
O 4.70548 0.64946 0.82529
C 3.38243 0.41934 1.02589
C 2.65432 1.45232 1.66226
C 1.28283 1.37420 1.73763
C 0.58685 0.23967 1.24830
C -0.84735 0.19041 1.23597
C -1.65313 -1.01296 1.20990
C -3.01323 -0.63061 0.93742
C -4.00402 -1.57981 0.74560
C -3.66619 -2.93324 0.87594
C -2.35307 -3.31800 1.20690
C -1.34244 -2.36158 1.37828
C -3.05778 0.81497 0.81914
C -1.72229 1.32111 0.99354
C -1.47166 2.67918 0.78630
C -2.55032 3.53016 0.50486
C -3.85584 3.02794 0.36405
C -4.11054 1.65598 0.49602
C 1.33846 -0.81234 0.67420
C 2.71761 -0.74618 0.57703
H 6.43518 0.20507 -0.09202
H 5.52113 -1.25138 0.43238
H 4.99528 -0.33409 -1.02355
H 3.19704 2.32378 2.02781
H 0.72799 2.19172 2.19073
H -5.00436 -1.24476 0.48198
H -4.42734 -3.69942 0.71773
H -2.10942 -4.37946 1.30933
H -0.33263 -2.65537 1.65639
H -0.45502 3.05824 0.82460
H -2.36269 4.59919 0.37630
H -4.67425 3.71213 0.13610
H -5.09664 1.22522 0.35335
H 0.82768 -1.67386 0.25136
H 3.27470 -1.56196 0.10930
Br 2.10488 -3.11823 7.93195
Zn 0.64222 -1.38644 7.79503
Br -0.11924 0.54027 8.68699
C -0.67277 -2.02483 5.75209
C 0.05208 -1.26514 4.77944
C -0.73265 -0.16198 4.40319
C -1.98601 -0.21252 5.09318
C -1.95332 -1.39099 5.93213
C -2.99070 -1.63548 6.83094
C -4.09973 -0.78993 6.83684
C -4.13749 0.35211 6.01844
C -3.08073 0.66342 5.16097
H -0.43182 -3.02112 6.13024
H 1.04300 -1.52026 4.40432
H -0.46319 0.63589 3.71919
H -2.89832 -2.45788 7.53868
H -4.93003 -0.99451 7.51419
H -5.00010 1.01573 6.08053
H -3.05978 1.57569 4.56551
```

Output
- total charge = -2
- calculated total energy (eV) = -220984.1627
- F_max (hartree/bohr) = 0.0401

Atom charges from the natural (NBO) analysis, given in e for atoms 1 to 6: number 1, C, carries -0.2501; number 2, O, carries -0.5174; number 3, C, carries 0.2414; number 4, C, carries -0.2617; number 5, C, carries -0.2097; number 6, C, carries -0.0603

=====

- Which of these has the highest F_max?
  C29H20S

=====

- Among the records above, which one has the highest F_max?
  C29H20S

=====

- What is the formula in the fourth record?
  C29H22Br2OZn

=====

Please write out number 1 again, unchanged.
Density functional theory data (ωB97M-V/def2-TZVPD) for 2 unconnected molecules or ions with the total composition C29H20S in a non-equilibrium geometry.

XYZ file:
```
50
C29H20S ωB97M-V/def2-TZVPD
C -0.68819 -0.90099 1.49437
C -0.56782 -1.87895 2.55440
C -0.85293 -3.24421 2.34356
C -0.93698 -4.11862 3.42614
C -0.67924 -3.66572 4.72535
C -0.28129 -2.33883 4.92861
C -0.23894 -1.44573 3.86047
C -0.13450 0.45006 1.54484
C -0.93995 1.29980 0.71558
C -0.72313 2.67115 0.66850
C 0.33190 3.20076 1.41139
C 1.19781 2.36538 2.14035
C 0.96697 0.98218 2.20461
C -1.97910 0.48223 0.10521
C -1.81617 -0.87012 0.57264
C -2.75551 -1.83411 0.22506
C -3.82964 -1.46845 -0.60231
C -4.00272 -0.13207 -1.00713
C -3.07273 0.85059 -0.66108
H -0.95248 -3.61110 1.31521
H -1.21229 -5.15635 3.24445
H -0.72507 -4.36173 5.56149
H -0.00907 -1.99265 5.92500
H 0.04265 -0.40192 4.03203
H -1.37347 3.29884 0.05907
H 0.52570 4.27173 1.39959
H 2.03441 2.79207 2.69992
H 1.65057 0.32799 2.74721
H -2.66866 -2.85268 0.59790
H -4.55988 -2.22718 -0.89244
H -4.86117 0.12500 -1.62681
H -3.18046 1.88995 -0.97041
C 3.17736 3.19922 -3.57417
C 3.27765 2.29057 -2.53184
C 2.48785 1.11104 -2.51680
C 1.68299 0.80302 -3.68023
C 1.62013 1.74062 -4.73256
C 2.33552 2.92784 -4.67216
C 0.93337 -0.41286 -3.69657
C 0.84846 -1.20774 -2.57566
C 1.51840 -0.83653 -1.36429
S 1.31277 -1.75313 0.02072
C 2.41746 0.25513 -1.40465
H 3.73761 4.12793 -3.54681
H 3.94667 2.48346 -1.68920
H 0.97414 1.53219 -5.59264
H 2.24547 3.66194 -5.47148
H 0.42470 -0.69811 -4.62060
H 0.30172 -2.15064 -2.55926
H 3.04910 0.41973 -0.53459
```

Output
- calculated total energy (eV) = -41232.2091
- F_max (hartree/bohr) = 0.0511

Atom charges from the natural (NBO) analysis, given in e for atoms 1 to 6: number 1, C, carries 0.0744; number 2, C, carries -0.0300; number 3, C, carries -0.2049; number 4, C, carries -0.1998; number 5, C, carries -0.1994; number 6, C, carries -0.2147